1.
Entry from the OMol25 dataset: a 2-piece molecular cluster, C5H16N3 overall (ωB97M-V with the def2-TZVPD basis set).

The geometry in XYZ format:
```
24
Properties=species:S:1:pos:R:3:forces:R:3
N -2.98794 -1.44623 -1.50388 -0.8 -0.3 0.1
C 0.38128 1.29143 -0.13133 0.9 -0.2 -1.1
C 1.66598 0.71113 -0.67805 -0.2 0.1 0.6
C 2.17588 -0.47739 0.15576 0.5 0.0 -0.1
N 3.58558 -0.74204 -0.02494 -0.1 -0.3 0.3
C -0.91458 0.61104 -0.36771 -1.1 0.2 0.9
N -1.91780 0.71624 0.73862 0.9 0.0 0.7
C -1.43437 -0.02887 1.92232 0.1 -0.1 -0.2
H -3.37084 -2.21497 -2.04777 0.2 -0.1 -0.2
H -2.86247 -1.85735 -0.58469 0.3 0.0 0.2
H -3.81108 -0.86108 -1.35510 0.3 0.3 -0.1
H 0.38530 2.37780 -0.09771 -0.3 0.0 0.3
H 2.45824 1.46015 -0.64004 -0.1 0.1 0.0
H 1.60185 0.39288 -1.72455 -0.2 0.1 -0.1
H 1.64099 -1.40038 -0.08008 -0.2 0.1 0.0
H 1.97999 -0.24102 1.20345 0.1 -0.2 0.1
H 3.89605 -1.22708 -0.84231 0.1 0.1 -0.1
H 4.28579 -0.30996 0.54966 -0.2 0.1 -0.2
H -1.39814 1.08810 -1.22009 0.0 -0.2 -0.4
H -0.86328 -0.45815 -0.55555 0.4 0.0 -0.4
H -1.87449 1.66713 1.08293 -0.3 0.4 -0.4
H -1.84909 0.41895 2.82530 -0.2 -0.2 0.0
H -0.34217 0.01183 2.02448 0.0 0.0 0.0
H -1.71132 -1.08447 1.87602 -0.1 0.0 0.0
```
Positions in Å, forces in eV/Å.

Results
Relative energy (zero: lowest compared OMol25 entry of this formula, charge and spin) ... 10.05 kcal per mole
HOMO (spin up / spin down) ... -7.68 / -8.57 eV
Multiplicity ... 2
E ... -9912.350 eV
E_LUMO (spin up / spin down) ... 0.043 / 0.017 hartree

2.
Entry from the OMol25 dataset: a 2-piece molecular cluster, CH3NO2 overall (ωB97M-V with the def2-TZVPD basis set).

The geometry in XYZ format:
```
7
Properties=species:S:1:pos:R:3:forces:R:3
C 0.08665 -0.85394 -0.36980 0.0 0.1 -0.4
N 0.23844 1.70754 0.99035 -2.3 0.3 -0.6
O -0.61788 2.39957 0.73385 1.7 -1.3 0.4
O -0.69888 -0.36356 0.65419 -0.1 0.7 -0.3
H 0.00729 -1.98916 -0.51239 0.2 1.4 0.4
H 1.07413 -0.49718 -0.07883 0.8 -0.8 -0.6
H -0.08976 -0.40326 -1.41737 -0.2 -0.3 1.2
```
Positions in Å, forces in eV/Å.

Results
Relative energy (zero: lowest compared OMol25 entry of this formula, charge and spin) ... 158.88 kcal per mole
HOMO (spin up / spin down) ... -9.73 / -7.64 eV
E ... -6664.775 eV
E_LUMO (spin up / spin down) ... -0.027 / -0.105 hartree

3.
Entry from the OMol25 dataset: C70H77Br2F3N8O18P as an isolated structure (ωB97M-V with the def2-TZVPD basis set).

The geometry in XYZ format:
```
179
Properties=species:S:1:pos:R:3:forces:R:3
C 1.40249 -5.40750 -1.88246 0.7 0.5 -0.3
C 1.85091 -4.02042 -1.40128 -0.1 -1.1 0.7
O 0.76624 -3.29329 -0.83680 0.7 0.7 -0.6
C 0.01549 -2.55190 -1.79714 -0.3 -0.3 0.9
C -0.34243 -1.18982 -1.16874 -0.2 -1.0 -2.0
C 0.51237 0.05023 -1.60494 -0.7 -3.2 3.3
C 1.92959 -0.52945 -1.48023 1.1 1.3 -1.6
C 3.12545 0.43771 -1.60541 0.4 -0.3 0.4
F 3.88503 0.35519 -0.44037 0.0 0.3 0.1
C 0.14262 1.07552 -0.45481 0.4 4.3 -1.1
C 1.18835 1.34468 0.65939 0.0 -1.1 0.8
C 1.51165 0.16228 1.61185 0.8 0.4 0.6
C 1.07035 0.31361 3.05004 -0.7 -0.5 0.1
C 1.57892 1.23279 3.96661 -0.2 -0.3 -0.3
C 1.08110 1.22667 5.26456 0.0 0.2 0.5
C 0.10502 0.32902 5.68638 -0.2 -0.4 -0.4
C -0.40702 -0.59427 4.78046 0.6 0.3 -0.2
C 0.08818 -0.57938 3.48393 0.1 -0.1 0.1
P -1.51165 1.03725 0.37582 -0.1 -1.5 0.3
C -1.77020 1.61372 2.08119 -0.6 0.4 0.5
C -3.05232 0.95604 -0.59313 0.0 -0.4 -0.2
C 0.24700 2.45736 -1.27095 1.0 -2.0 -0.4
C -0.29297 3.75366 -0.66614 -0.2 1.2 -1.1
Br 1.27815 4.95755 -0.63174 1.0 -0.7 0.5
C -1.45904 4.48972 -1.42843 0.0 1.0 0.7
C -2.84862 4.26148 -0.81476 -0.1 -0.9 -0.7
Br -1.16692 6.45585 -1.29162 -1.1 -1.6 -1.6
C -0.23071 2.06078 -2.64128 -1.2 3.2 1.3
F 0.23225 3.00592 -3.53272 0.3 -0.8 -0.6
N 0.13375 0.61002 -2.98974 -0.6 1.9 -0.2
C -1.17601 0.19888 -3.60399 -1.4 -1.0 -0.8
O -1.16474 -1.10221 -4.13734 0.8 -0.3 1.2
C -2.42878 -1.64716 -4.17453 -1.0 -0.5 -0.6
C -2.59705 -3.09131 -3.85074 1.1 -0.6 0.1
O -3.36203 -0.97764 -4.49381 -0.2 0.8 0.2
C 1.14925 0.75262 -4.07835 1.4 -0.7 -0.4
C 1.73597 -0.51893 -4.67641 -0.2 -0.1 0.2
O 1.23810 -1.14886 -5.52252 -1.2 -0.4 -0.8
F 2.96905 -0.85459 -4.29695 0.5 0.5 0.6
H 2.22646 -6.10226 -1.71396 0.0 -0.1 -0.2
H 1.16635 -5.36033 -2.94936 -0.1 -0.3 0.7
H 0.56980 -5.75979 -1.27840 -0.2 0.1 -0.1
H 2.57877 -4.17581 -0.60410 -0.1 0.3 0.2
H 2.36307 -3.46327 -2.19153 -0.1 0.1 -0.1
H 0.53660 -2.49418 -2.75447 0.0 0.0 -0.1
H -0.90746 -3.10970 -1.94070 -0.1 0.1 -0.2
H -1.40811 -1.04777 -1.34298 0.0 0.3 0.2
H -0.23530 -1.34023 -0.10297 0.0 0.3 0.1
H 2.11329 -1.27111 -2.25433 -0.4 -0.1 0.0
H 2.02907 -1.09341 -0.56152 -0.2 0.2 0.2
H 3.81892 0.15098 -2.39264 -0.2 -0.1 -0.1
H 2.85961 1.48213 -1.77617 -0.1 0.0 0.2
H 2.12245 1.75222 0.28168 -0.1 -0.2 -0.5
H 0.82209 2.17132 1.26943 -0.3 0.0 0.0
H 2.59949 0.06306 1.64216 0.0 0.0 -0.2
H 1.14747 -0.80584 1.27704 -0.2 0.1 -0.2
H 2.35621 1.92512 3.67090 0.0 0.1 0.1
H 1.45857 1.92766 5.99917 0.1 0.1 -0.1
H -0.26990 0.30452 6.70058 0.1 0.2 0.1
H -1.14597 -1.33237 5.03715 -0.1 0.1 0.3
H -0.29571 -1.30074 2.77334 0.0 0.0 -0.1
H -2.03615 0.77312 2.71951 0.2 -0.2 -0.1
H -2.63709 2.27907 2.09894 0.1 0.2 -0.2
H -0.96258 2.14307 2.58032 0.2 0.0 -0.3
H -3.28930 -0.08568 -0.83091 0.0 0.0 -0.1
H -3.88553 1.27876 0.03988 0.5 0.1 -0.2
H -3.12960 1.53666 -1.51332 0.1 0.2 0.1
H 1.31099 2.64767 -1.43087 0.1 -0.2 0.0
H -0.57643 3.68900 0.37826 0.0 -0.4 0.0
H -1.50609 4.29535 -2.49360 0.4 -0.1 0.0
H -3.42099 3.64199 -1.51130 -0.1 0.0 0.1
H -2.81861 3.69932 0.11433 0.0 0.3 0.2
H -3.41846 5.17673 -0.72529 0.1 0.1 0.3
H -1.30527 2.24823 -2.64688 -0.2 -1.0 -0.3
H -1.43900 0.89878 -4.39738 0.5 0.3 0.0
H -1.99387 0.25528 -2.88986 0.4 0.2 0.4
H -1.65246 -3.62570 -3.80345 0.1 0.0 -0.1
H -3.23628 -3.57619 -4.58057 -0.2 0.2 -0.1
H -3.05325 -3.20056 -2.86715 -0.2 0.2 0.0
H 0.68266 1.21940 -4.93898 -0.3 0.1 0.2
H 1.98390 1.38974 -3.80026 -0.2 0.1 0.5
C -0.57692 -8.89277 -7.97429 0.0 0.0 0.0
C 0.48399 -8.00966 -7.81989 -0.1 -0.1 0.0
C 0.48288 -7.10032 -6.77589 0.2 0.1 -0.1
C -0.58558 -7.09343 -5.89638 0.0 -0.2 -0.1
C -1.65357 -7.96139 -6.03888 -0.2 -0.1 0.1
C -1.64545 -8.86557 -7.08737 0.1 0.0 -0.1
N -0.58009 -6.14784 -4.77632 0.0 -0.1 0.0
O 0.36217 -5.38047 -4.68137 -0.3 0.1 -0.6
O -1.51074 -6.17758 -3.99441 0.0 0.1 0.0
H -0.57033 -9.60552 -8.78805 0.0 0.0 0.0
H 1.31384 -8.03234 -8.51231 0.0 0.0 0.0
H 1.30721 -6.41318 -6.65446 0.0 0.0 0.1
H -2.48218 -7.94126 -5.34676 0.1 0.1 0.1
H -2.47090 -9.55232 -7.21157 0.0 0.0 0.0
C 3.05442 -2.36045 10.75229 0.0 0.0 0.0
C 2.71534 -1.59551 9.64397 0.0 -0.1 0.1
C 1.45548 -1.71123 9.08011 0.1 0.2 -0.2
C 0.54986 -2.59310 9.64118 0.2 0.0 0.1
C 0.87269 -3.36752 10.73997 0.0 -0.2 0.2
C 2.13552 -3.24791 11.29661 0.1 0.1 -0.1
N -0.79669 -2.70186 9.05951 0.0 0.0 0.0
O -1.04464 -2.02102 8.08328 0.0 0.0 -0.1
O -1.58246 -3.46115 9.58714 0.0 0.0 0.0
H 4.03755 -2.26403 11.19376 0.0 0.0 0.0
H 3.43254 -0.90619 9.22027 0.0 0.0 0.0
H 1.19073 -1.11740 8.21732 -0.1 -0.1 0.0
H 0.15561 -4.05481 11.16356 -0.1 0.0 -0.1
H 2.40231 -3.84463 12.15776 0.0 0.0 0.0
C 3.45379 -2.22878 -7.34977 0.0 0.0 0.1
C 4.79948 -1.88349 -7.36918 -0.2 -0.1 -0.1
C 5.60067 -2.26210 -8.43499 0.2 0.1 0.1
C 5.03760 -2.98119 -9.47189 -0.1 0.1 0.2
C 3.70275 -3.33990 -9.46786 -0.2 -0.1 -0.1
C 2.90892 -2.95992 -8.39768 0.1 0.1 0.1
N 5.87958 -3.36622 -10.61745 0.1 0.0 -0.1
O 7.05132 -3.05365 -10.58270 0.0 0.0 0.0
O 5.34818 -3.97026 -11.52616 0.0 0.0 0.0
H 2.82449 -1.92904 -6.51931 0.3 -0.2 -0.4
H 5.22584 -1.31569 -6.55263 0.0 0.0 0.0
H 6.64687 -1.99482 -8.45146 0.0 -0.1 -0.1
H 3.28002 -3.90567 -10.28484 0.1 0.0 -0.1
H 1.86157 -3.23098 -8.38167 0.0 0.0 0.0
C -3.09603 -7.00486 2.61376 0.0 0.0 0.0
C -2.82402 -6.37113 1.40780 0.0 0.0 0.1
C -2.62981 -5.00073 1.37339 0.0 0.0 -0.2
C -2.70791 -4.28400 2.55413 0.0 -0.2 0.0
C -2.98380 -4.89733 3.76262 0.0 0.0 0.3
C -3.17949 -6.26833 3.78803 0.0 -0.1 -0.1
N -2.47860 -2.83446 2.52647 0.0 0.0 0.0
O -2.25494 -2.31360 1.44762 0.0 0.0 0.0
O -2.51569 -2.23404 3.58186 -0.2 -0.1 -0.3
H -3.24208 -8.07660 2.63846 0.0 0.0 0.0
H -2.76021 -6.94665 0.49451 0.0 0.0 0.0
H -2.41683 -4.50631 0.43713 0.0 0.1 0.1
H -3.04506 -4.32345 4.67581 0.0 0.1 -0.1
H -3.39359 -6.76326 4.72490 0.0 0.0 0.0
C -7.79873 1.22692 4.91267 0.0 0.0 0.0
C -7.97217 0.47376 3.75858 0.0 0.1 0.1
C -7.27137 0.79528 2.60880 -0.1 -0.2 -0.1
C -6.40045 1.87009 2.63572 -0.1 -0.1 0.2
C -6.22036 2.63537 3.77433 0.1 0.2 0.1
C -6.92720 2.30814 4.91887 -0.1 -0.1 0.0
N -5.63774 2.20062 1.42826 -0.3 0.0 0.1
O -5.82321 1.52372 0.43086 -0.2 0.1 0.2
O -4.85370 3.12790 1.48408 0.0 0.0 0.0
H -8.34409 0.96964 5.81085 0.0 0.0 0.0
H -8.65241 -0.36638 3.75635 0.0 0.0 0.0
H -7.40509 0.21101 1.71064 0.1 0.1 -0.1
H -5.54017 3.47417 3.77854 0.0 0.0 -0.1
H -6.79624 2.89415 5.81765 0.0 0.0 0.0
C 7.10300 4.22472 0.74444 0.0 0.0 0.0
C 7.50565 4.92036 1.87860 -0.1 -0.1 -0.1
C 6.64105 5.06029 2.95244 0.2 0.1 0.1
C 5.38319 4.49437 2.87008 0.0 0.0 -0.1
C 4.96486 3.80661 1.75094 -0.2 -0.2 -0.3
C 5.83117 3.67088 0.67879 0.2 0.1 0.1
N 4.45372 4.60588 4.00546 -0.1 0.0 0.0
O 4.82442 5.21717 4.98310 0.0 0.0 0.0
O 3.36421 4.07381 3.89223 0.0 0.0 0.1
H 7.78386 4.11357 -0.08919 0.0 0.0 0.0
H 8.49589 5.35135 1.92666 0.0 0.0 0.0
H 6.95124 5.59987 3.83506 -0.1 0.0 0.1
H 3.97564 3.37555 1.70649 0.0 0.1 0.1
H 5.51698 3.13131 -0.20433 0.0 0.0 0.0
C -1.79788 12.79649 1.68644 0.0 0.0 0.0
C -2.39652 11.97266 0.74233 0.1 0.1 0.1
C -1.98576 10.65661 0.60997 -0.2 0.0 -0.2
C -0.97934 10.18409 1.43258 -0.1 0.2 0.0
C -0.36749 10.99237 2.37354 0.2 0.0 0.2
C -0.78224 12.30773 2.49789 -0.1 0.0 -0.1
N -0.55723 8.78365 1.31131 -0.1 0.0 -0.2
O -1.10125 8.09255 0.45684 0.2 1.6 1.6
O 0.30262 8.37985 2.06073 0.0 0.0 0.1
H -2.12456 13.82264 1.79094 0.0 0.0 0.0
H -3.18599 12.35568 0.11082 0.0 0.0 0.0
H -2.45009 10.01421 -0.12364 0.1 -0.1 0.0
H 0.42015 10.60961 3.00551 0.0 -0.1 -0.1
H -0.31580 12.95178 3.23025 0.0 0.0 0.0
```
Positions in Å, forces in eV/Å.

Results
Charge ... +1
HOMO ... -8.92 eV
E ... -280110.910 eV
E_LUMO ... -0.094 hartree

4.
Entry from the OMol25 dataset: CCl4OS as an isolated structure (ωB97M-V with the def2-TZVPD basis set).

The geometry in XYZ format:
```
7
Properties=species:S:1:pos:R:3:forces:R:3
C -0.45983 0.13875 0.57683 -0.3 0.0 1.0
O 0.91794 0.14319 0.28446 -1.1 0.5 0.0
S 1.36676 0.63606 -1.23658 -0.1 -0.6 0.3
Cl -0.69472 -0.95085 1.94094 0.7 0.0 0.9
Cl -1.07192 1.77293 1.03073 0.6 -0.2 -0.2
Cl -1.57375 -0.51959 -0.58068 0.0 0.1 -1.6
Cl 1.51552 -1.22048 -2.01570 0.1 0.2 -0.4
```
Positions in Å, forces in eV/Å.

Results
Relative energy (zero: lowest compared OMol25 entry of this formula, charge and spin) ... 18.95 kcal per mole
HOMO ... -9.81 eV
E ... -64008.179 eV
E_LUMO ... -0.010 hartree

5.
Entry from the OMol25 dataset: C31H35CoF5N2OSSb as an isolated structure (ωB97M-V with the def2-TZVPD basis set).

The geometry in XYZ format:
```
77
Properties=species:S:1:pos:R:3:forces:R:3
Co -0.08520 -0.22653 0.26485 0.6 1.6 0.3
N 0.18920 -0.53969 2.39304 0.2 -0.4 -0.5
C -0.79668 -0.01143 3.36034 -0.5 0.5 0.2
C -1.78431 0.89813 2.63894 0.1 -0.4 0.0
C -2.85790 0.11055 1.87942 0.0 0.4 -0.2
C -3.16977 0.75258 0.53329 -0.4 -0.2 0.5
N -2.08602 0.43894 -0.43198 0.2 -0.4 -0.2
H 0.27402 -1.54722 2.50980 0.2 0.1 0.1
H 1.11305 -0.16193 2.60080 -0.1 -0.1 -0.1
H -0.29200 0.55324 4.14656 0.1 -0.2 0.0
H -1.33533 -0.83764 3.82351 0.1 0.0 0.1
H -1.20250 1.50376 1.93022 0.0 0.2 0.1
H -2.25136 1.57055 3.35448 0.0 0.2 -0.1
H -3.76785 0.04687 2.47318 0.0 -0.1 0.0
H -2.51965 -0.91033 1.68998 -0.1 -0.2 0.1
H -3.25328 1.83362 0.65395 0.0 -0.1 -0.1
H -4.12631 0.38089 0.15774 0.1 0.1 -0.1
H -2.08057 1.14725 -1.16427 0.2 0.0 0.0
H -2.35646 -0.42656 -0.90082 -0.1 0.3 0.0
F -1.46743 -2.54700 -6.02864 0.1 0.0 0.9
C -1.31337 -2.53768 -4.71928 -0.2 -0.3 -0.5
C -0.61339 -1.49097 -4.11074 0.7 1.0 0.6
F -0.08734 -0.51400 -4.84068 -0.3 -0.5 0.2
C -0.47460 -1.47853 -2.73455 0.3 0.8 -0.4
F 0.16062 -0.43558 -2.10852 -0.3 -0.6 -0.9
C -0.99429 -2.48853 -1.91946 0.3 0.0 1.4
S -0.78293 -2.46780 -0.20004 -0.5 -0.7 -1.1
C -1.69132 -3.53295 -2.55022 -0.5 -0.7 -0.4
F -2.21660 -4.49349 -1.80488 0.2 0.4 -0.5
C -1.86194 -3.55517 -3.93207 -0.2 -0.4 0.3
F -2.54303 -4.52844 -4.50518 0.2 0.2 0.1
O 2.00513 -1.06547 0.26004 -0.4 -0.2 0.1
H 1.99798 -2.02503 0.17447 0.2 -0.1 0.0
H 2.89205 -0.77348 0.02651 0.1 0.3 -0.1
C 3.44615 0.79375 -2.05028 0.0 0.0 -0.1
C 3.00226 2.05358 -2.73042 0.0 0.2 -0.1
C 3.48683 2.38621 -3.98979 -0.1 -0.1 0.1
C 3.03906 3.51820 -4.64864 -0.1 0.1 -0.1
C 2.10518 4.35052 -4.05524 -0.1 0.0 -0.2
C 1.60252 4.03448 -2.80526 0.2 0.1 0.0
C 2.07590 2.91227 -2.14354 -0.4 0.0 1.0
Sb 1.34411 2.60173 -0.12871 -0.3 0.0 0.1
C -0.00009 4.31340 0.10322 0.8 -0.9 -0.1
C -1.34736 4.01880 -0.03212 0.0 0.0 0.0
C -2.30649 5.01066 0.04765 -0.1 -0.1 0.0
C -1.90194 6.31344 0.27688 -0.1 0.0 0.0
C -0.55715 6.60575 0.40027 0.1 0.0 0.1
C 0.42644 5.62048 0.32256 -0.2 0.2 0.0
C 1.86160 6.00446 0.48110 0.1 0.0 0.0
C 3.10033 3.06866 1.06510 -0.7 -0.2 -0.6
C 4.28515 3.32257 0.38965 -0.1 0.1 0.0
C 5.41149 3.69965 1.09779 0.1 -0.1 0.0
C 5.35927 3.77713 2.47899 0.0 0.0 0.0
C 4.17151 3.53253 3.14527 -0.1 -0.1 -0.1
C 3.01989 3.17522 2.45165 0.2 0.0 0.0
C 1.74831 2.91516 3.20075 0.0 0.1 0.0
H 4.27572 0.33980 -2.58562 0.1 -0.1 0.0
H 2.61635 0.08738 -2.03808 0.0 -0.1 0.0
H 3.76724 0.99718 -1.02569 0.1 0.0 0.1
H 4.21039 1.74083 -4.46377 0.1 -0.1 -0.1
H 3.40164 3.73460 -5.64075 0.1 0.1 -0.1
H 1.75862 5.23709 -4.56090 0.0 0.1 -0.1
H 0.85805 4.67181 -2.34695 0.0 0.1 0.0
H -1.64588 2.99641 -0.20513 -0.1 -0.1 0.0
H -3.35085 4.76508 -0.06623 -0.1 0.0 0.0
H -2.63337 7.09943 0.36746 -0.1 0.1 0.0
H -0.25015 7.62728 0.56605 0.0 0.1 0.0
H 1.97631 7.08475 0.47354 0.0 0.1 0.0
H 2.47672 5.59445 -0.31988 0.1 0.0 0.0
H 2.25063 5.64025 1.43128 0.1 0.0 0.0
H 4.32983 3.26251 -0.68915 0.0 0.1 -0.1
H 6.32219 3.92762 0.56753 0.1 0.0 0.0
H 6.24547 4.02140 3.04108 0.1 0.1 0.1
H 4.13540 3.60986 4.22134 0.0 0.0 0.1
H 1.82349 3.28124 4.22128 -0.1 0.0 0.1
H 1.55340 1.84414 3.24621 -0.1 -0.1 0.1
H 0.89534 3.40394 2.72507 -0.1 0.0 0.0
```
Positions in Å, forces in eV/Å.

Results
Charge ... +2
HOMO (spin up / spin down) ... -13.40 / -13.51 eV
Multiplicity ... 5
E ... -106314.434 eV
E_LUMO (spin up / spin down) ... -0.207 / -0.355 hartree

6.
Entry from the OMol25 dataset: H2ORb as an isolated structure (ωB97M-V with the def2-TZVPD basis set).

The geometry in XYZ format:
```
4
Properties=species:S:1:pos:R:3:forces:R:3
Rb -6.49900 15.38770 -18.91607 -0.6 -0.8 -1.3
O -5.48683 16.43072 -16.57239 -0.9 -1.3 -0.3
H -4.70795 16.40393 -16.01664 2.2 -0.5 1.8
H -5.64537 17.36330 -16.71860 -0.7 2.6 -0.2
```
Positions in Å, forces in eV/Å.

Results
Charge ... +2
Relative energy (zero: lowest compared OMol25 entry of this formula, charge and spin) ... 5.33 kcal per mole
HOMO (spin up / spin down) ... -29.83 / -29.68 eV
Multiplicity ... 2
E ... -2712.469 eV
E_LUMO (spin up / spin down) ... -0.370 / -0.679 hartree